Entry 1:
Below is a structure of composition C11H16N3O9S4Zr in a non-equilibrium geometry, with properties calculated with ωB97M-V/def2-TZVPD.

```
44
C11H16N3O9S4Zr, DFT ωB97M-V/def2-TZVPD
N 1.71 -0.96 2.56
O -0.05 1.16 2.77
C 2.27 2.58 -2.01
N 1.15 0.59 -1.02
C -1.85 -0.12 3.61
H -0.40 0.66 -2.41
S -1.80 -1.60 -0.66
S 1.33 -2.35 -0.26
O -1.16 1.21 0.27
S 0.63 -5.13 -1.19
O -2.55 2.81 1.04
C -0.99 -5.72 -1.64
H 2.48 0.31 -3.43
C -3.00 0.55 1.63
H 2.38 3.66 -1.96
H 1.04 0.53 -4.45
O 0.51 -1.50 2.54
H -2.77 0.13 4.13
H 0.41 2.53 -0.91
O 2.49 -1.17 3.40
H 3.26 2.12 -2.02
H 2.03 0.08 -0.89
C 0.61 0.24 -2.34
O -1.20 -6.83 -2.03
H 1.85 2.27 0.05
H 0.52 -0.84 -2.40
Zr -0.12 -0.43 0.84
C -0.84 0.99 3.68
O -0.87 1.71 4.78
S -2.24 -4.46 -1.49
C 0.13 -3.51 -0.80
H -1.41 -1.01 4.07
O 1.90 -0.18 1.54
H -0.16 2.37 4.73
C 1.47 0.73 -3.47
H 0.72 2.67 -3.40
H -3.66 0.97 2.37
N 1.64 2.23 -3.34
H 2.19 2.61 -4.12
H -3.56 0.01 0.87
C 1.39 2.04 -0.91
O -2.09 -0.42 2.24
C -1.17 -3.21 -0.93
C -2.22 1.67 0.95
```

Results
ΔE to the lowest compared entry with this formula, charge and spin, kcal per mole: 12.0
Orbital gap, hartree: 0.22754
E_tot, eV: -79181.2379
LUMO level, eV: -3.377
Total charge: +1


Entry 2:
Below is a structure of composition C15H17Br21F6O4 in a non-equilibrium geometry, with properties calculated with ωB97M-V/def2-TZVPD.

```
63
C15H17Br21F6O4, DFT ωB97M-V/def2-TZVPD
F -1.13 -1.99 -0.10
H -2.12 6.12 6.87
Br -1.44 -7.72 -4.59
Br 1.13 2.70 -5.29
Br 0.33 -0.41 -5.77
C -3.83 0.13 0.39
O 1.01 -0.64 0.24
O 2.33 -2.43 -0.05
Br 2.20 -3.35 -3.05
Br 5.42 -4.27 -2.88
C -0.97 2.27 4.82
Br -4.70 -1.52 -0.14
C -2.56 -3.01 -4.31
C -0.09 -2.72 -0.24
C 1.22 -1.89 -0.09
C 1.51 0.86 -4.91
Br -2.55 -0.23 1.86
Br -4.39 4.22 -1.05
Br -2.00 3.12 0.94
C 3.90 -3.70 -3.99
Br 0.28 -9.24 -2.28
H -1.63 -3.47 -3.97
H -1.83 6.52 3.76
H 2.90 -0.36 0.90
H -3.20 5.74 4.61
H -1.60 -7.57 -2.05
O -1.45 4.66 4.42
Br 5.55 -0.54 2.58
Br -2.76 -1.22 -3.41
Br 1.45 0.59 -3.02
Br 7.51 -2.00 0.37
Br 0.23 -5.88 -2.50
O -2.69 3.33 5.90
H 4.90 -2.03 0.68
Br -1.79 2.43 -2.30
H 2.53 1.95 1.38
F -0.24 -3.43 -1.39
C -2.43 3.69 -0.92
C -1.72 3.50 5.12
C 2.18 0.27 0.37
F -0.24 -3.70 0.73
Br 5.51 -0.02 -0.75
C -0.73 -7.54 -2.71
C 5.72 -1.31 0.79
H 1.48 0.93 2.21
C -2.13 5.94 4.63
F -0.21 2.00 5.91
F -0.28 2.29 3.63
H 4.14 -2.82 -4.58
Br -5.24 1.50 0.98
H 0.76 1.96 0.85
H -2.29 7.59 6.11
H -3.28 0.48 -0.48
Br -2.71 -2.86 -6.31
H 2.52 0.63 -5.27
Br -4.11 -4.21 -3.79
Br 3.49 -4.93 -5.43
C 1.61 1.39 1.23
C -1.73 6.66 6.01
H 2.59 0.81 -0.48
H -1.87 4.62 -0.98
H -0.66 6.86 6.03
F -1.82 1.24 4.74
```

Results
Orbital gap, hartree: 0.33643
E_tot, eV: -1511213.1307
LUMO level, eV: -0.828


Entry 3:
Below is a cluster of 2 separate species, C3H4O2 in total in a non-equilibrium geometry, with properties calculated with ωB97M-V/def2-TZVPD.

```
9
C3H4O2, DFT ωB97M-V/def2-TZVPD
C 0.25 0.81 0.86
H -1.42 -2.04 -0.74
C 1.05 -0.02 -0.10
H -0.82 0.90 -1.24
C -0.27 0.33 -0.45
H 2.05 -0.05 -0.44
O 0.88 -0.41 1.25
O -1.92 -1.33 -0.42
H 0.20 1.81 1.27
```

Results
ΔE to the lowest compared entry with this formula, charge and spin, kcal per mole: 165.3
Orbital gap (spin up / spin down), hartree: 0.33284 / 0.29671
E_tot, eV: -7263.5175
LUMO level (spin up / spin down), eV: -0.211 / -0.295


Entry 4:
Below is an isolated molecule of C17H16N2O4, with properties calculated with ωB97M-V/def2-TZVPD.

```
39
C17H16N2O4, DFT ωB97M-V/def2-TZVPD
C -2.85 -0.08 1.79
O 0.00 -1.91 -1.67
O -3.11 -0.90 -1.21
H -2.96 0.21 3.92
C -0.87 0.10 -2.78
C 3.16 -0.06 -1.23
C -2.10 0.26 0.67
C 2.26 -0.69 0.90
H 2.29 -0.71 1.98
C -0.99 1.10 0.75
O 0.52 1.87 -1.00
N -1.23 0.44 -1.43
H -4.13 -1.28 0.78
H 5.33 1.27 2.28
O 4.33 0.59 0.69
H -1.70 0.33 -3.46
C 1.10 -1.28 -1.13
H 0.28 2.28 2.01
H -1.45 -1.98 -3.01
C -0.42 1.22 -0.61
C -0.53 -1.40 -2.87
C -2.42 0.46 3.02
C 2.10 -0.67 -1.87
H 2.07 -0.66 -2.95
N -3.95 -0.86 1.68
C -1.32 1.29 3.09
H -4.41 -1.23 2.50
C -2.26 -0.17 -0.72
C 1.20 -1.29 0.26
C 4.43 0.69 2.09
H 4.52 -0.30 2.56
H -0.01 0.72 -3.03
C -0.58 1.63 1.95
H -1.02 1.68 4.05
C 3.25 -0.05 0.16
H 0.42 -1.78 0.83
H 3.94 0.43 -1.79
H 0.13 -1.58 -3.72
H 3.57 1.21 2.52
```

Results
ΔE to the lowest compared entry with this formula, charge and spin, kcal per mole: 11.0
SMILES: COc1ccc(OCCN2C(=O)c3cccc(N)c3C2=O)cc1
Orbital gap, hartree: 0.28568
E_tot, eV: -29059.6252
LUMO level, eV: -0.150


The highest E_tot belongs to which entry?
C3H4O2


Which of these has the lowest E_tot?
C15H17Br21F6O4